14
Properties=species:S:1:pos:R:3:lowdin_charge:R:1 method="wB97M-V/def2-TZVPD" homo_energy_ev="-13.8523 / -13.8522" charge=+1 homo_lumo_gap_ev="8.72 / 8.72" e_lumo_ev="-5.14 / -5.14"
C 2.31275 0.06604 0.08672 0.18
N 1.10760 0.46535 0.40005 -0.03
N 0.36501 1.48168 -0.19237 0.05
C -0.95124 1.52726 -0.29514 -0.18
N -1.70118 0.59725 0.22194 0.07
C -1.62938 -0.66224 0.36143 -0.20
N -0.74333 -1.26094 -0.40507 0.16
H 2.87726 0.34344 -0.77169 0.11
H 2.73757 -0.78979 0.63977 0.12
H 0.59661 0.04211 1.21232 0.18
H -1.60390 2.38101 -0.78297 0.19
H -2.16502 -1.23541 1.15295 0.17
H -0.76177 -2.21013 -0.45851 0.09
H -0.44099 -0.74563 -1.16944 0.10


14
Properties=species:S:1:pos:R:3:lowdin_charge:R:1 method="wB97M-V/def2-TZVPD" homo_energy_ev=-11.8434 charge=+1 homo_lumo_gap_ev=7.86 e_lumo_ev=-3.99
C -0.24791 -1.01529 -0.01185 -0.07
C -1.63017 -1.15545 0.19164 -0.12
C 0.42643 0.12711 -0.02205 -0.40
N -2.31589 -0.11609 -0.18588 -0.06
N -2.41365 0.95471 -0.41749 0.26
N -0.02618 1.31960 0.47100 0.12
N 1.82953 0.11383 -0.40559 0.19
H 0.25372 -1.87380 -0.20944 0.09
H -2.08839 -2.02137 0.57294 0.11
H -0.68121 1.24069 1.34427 0.18
H 0.32112 2.15069 0.26435 0.04
H 2.04731 -0.93531 -0.28958 0.20
H 2.43851 0.87428 0.14118 0.23
H 2.08678 0.33640 -1.44349 0.21


15
Properties=species:S:1:pos:R:3:lowdin_charge:R:1 method="wB97M-V/def2-TZVPD" homo_energy_ev=-14.8856 smiles="CN(C)C(=O)N=[N+]=N" charge=+1 homo_lumo_gap_ev=10.10 e_lumo_ev=-4.79
C -1.70613 -1.06647 -1.09077 0.00
N -0.76116 -0.10623 -0.53439 -0.14
C 0.20708 0.42566 -1.51105 -0.01
C -0.64398 0.12192 0.74645 -0.29
O -1.26391 0.04616 1.74137 0.22
N 0.94411 0.83469 1.27145 0.25
N 1.72359 0.72040 2.09452 -0.14
N 2.37458 0.65211 3.04021 0.26
H -0.98996 -1.83449 -1.63501 0.14
H -2.27184 -1.51010 -0.29693 0.09
H -2.40956 -0.68359 -1.94389 0.15
H 1.14715 0.50558 -0.94324 0.08
H 0.32812 -0.30941 -2.35703 0.12
H -0.04301 1.44925 -1.88117 0.12
H 3.36492 0.75453 3.29949 0.17


17
Properties=species:S:1:pos:R:3:lowdin_charge:R:1 method="wB97M-V/def2-TZVPD" homo_energy_ev=-9.9314 smiles=COP(OC)n1cnnn1 homo_lumo_gap_ev=10.51 e_lumo_ev=0.58
C 0.71941 2.15813 0.18772 -0.07
O 0.37501 1.41044 -1.01337 -0.42
P -0.25265 0.05884 -1.41626 0.93
O 0.38024 -1.02287 -0.16111 -0.40
C 0.19694 -2.45709 -0.17974 -0.16
N -1.78627 0.13609 -0.63755 -0.24
C -2.50323 1.02145 0.06082 -0.19
N -3.65391 0.48783 0.35763 0.03
N -3.62764 -0.76704 -0.13434 -0.04
N -2.51961 -1.01205 -0.65652 -0.02
H 0.70540 3.32380 0.06050 0.12
H 1.74808 1.81124 0.38528 0.09
H -0.08627 1.92173 0.91221 0.07
H -0.89357 -2.75616 -0.08041 0.08
H 0.68959 -2.77002 0.67123 0.04
H 0.68664 -2.99392 -1.04136 0.09
H -2.07810 1.93899 0.21870 0.08


17
Properties=species:S:1:pos:R:3:lowdin_charge:R:1 method="wB97M-V/def2-TZVPD" homo_energy_ev=-13.3602 smiles="NC(=[NH2+])/C(O)=C(/N)[N+](=O)[O-]" charge=+1 homo_lumo_gap_ev=8.05 e_lumo_ev=-5.31
N 0.29582 -1.58354 1.55411 0.24
C -0.22364 -0.48465 0.99512 -0.20
N -1.15691 0.14889 1.71808 0.24
C 0.00114 0.12352 -0.34861 -0.19
O -0.94500 1.00606 -0.65251 0.04
C 0.93024 -0.08093 -1.33505 -0.16
N 0.78376 0.59013 -2.45844 0.19
N 2.06741 -1.00230 -1.35218 -0.28
O 2.16084 -1.83201 -0.46320 0.10
O 2.86911 -0.80824 -2.25793 0.14
H 0.81744 -2.16144 0.85489 0.13
H 0.21150 -1.93807 2.42082 0.10
H -1.52151 0.99071 1.36640 0.12
H -1.58162 -0.44450 2.33531 0.11
H -1.09346 1.12388 -1.70046 0.21
H 0.46442 1.46724 -2.41144 0.07
H 1.46673 0.53178 -3.21013 0.15


15
Properties=species:S:1:pos:R:3:lowdin_charge:R:1 method="wB97M-V/def2-TZVPD" homo_energy_ev=-13.4091 smiles="NC1=N[N@H+](N)C=CS1" charge=+1 homo_lumo_gap_ev=9.25 e_lumo_ev=-4.16
N -1.00663 -2.53166 -0.46310 0.15
C -0.44033 -1.43727 -0.12057 -0.70
N -0.74228 -0.34502 -0.67891 0.09
N -0.27991 0.89378 -0.16307 -0.11
N 1.10041 1.63056 -0.88066 0.12
C -0.01768 1.11426 1.20164 -0.18
C 0.42695 0.09331 1.93681 -0.38
S 0.53034 -1.55730 1.38945 1.06
H -1.73689 -2.49582 -1.13625 0.13
H -0.81314 -3.39193 0.01465 0.12
H -1.05190 1.54349 -0.50286 0.20
H 0.82658 2.48012 -1.51941 0.13
H 1.77100 0.95224 -1.30433 0.09
H 0.07802 2.17275 1.76354 0.19
H 0.78894 0.20328 2.96439 0.09


15
Properties=species:S:1:pos:R:3:lowdin_charge:R:1 method="wB97M-V/def2-TZVPD" homo_energy_ev=-9.2253 homo_lumo_gap_ev=10.01 e_lumo_ev=0.78
H 2.07310 -2.11489 -0.21247 0.05
N 2.67150 -1.27578 -0.09719 0.07
C 1.92652 -0.24858 0.13670 -0.30
N 0.55454 -0.21901 0.06280 0.08
C -0.21459 0.92408 -0.00668 -0.46
N 0.39797 2.15224 0.04790 0.15
N -1.52971 0.86058 -0.08627 0.08
C -2.15359 -0.48395 0.02737 -0.25
N -1.68444 -1.66092 -0.08297 0.05
H -2.41543 -2.25369 0.30975 0.06
H 2.47397 0.65769 0.41246 0.11
H -0.06763 -1.10127 -0.06663 0.11
H 1.21376 2.28534 -0.43714 0.05
H -0.31487 2.85458 -0.19454 0.12
H -3.18202 -0.47674 0.33434 0.09


15
Properties=species:S:1:pos:R:3:lowdin_charge:R:1 method="wB97M-V/def2-TZVPD" homo_energy_ev=-9.0943 homo_lumo_gap_ev=8.99 e_lumo_ev=-0.10
C 0.43154 -1.58043 -1.52259 -0.10
C -0.41524 0.70778 0.80069 -0.51
C 1.13195 -1.00120 1.23242 -0.05
H 1.57576 -1.37672 -2.57411 0.17
H 0.84064 -2.24334 -0.25578 0.16
H -0.90244 -1.70702 -2.17934 0.17
H -0.85772 1.96226 1.82240 -0.03
H 2.02974 -0.54820 0.66880 0.14
H 0.85525 -0.58632 2.16306 0.04
H 0.95106 -2.13729 1.52077 0.13
N 0.37277 -0.15737 -1.03031 -0.27
N -0.56401 0.65464 -1.41648 -0.01
N -1.01121 1.32582 -0.43808 0.12
N -0.52706 1.13445 1.94033 0.19
N 0.10354 -0.40329 0.34041 -0.16


For reference, DFT total energy by record: -337.1768 -337.1583 -412.3736 -829.3140 -562.8893 -735.3376 -392.2729 -391.9407 Eh.